Computed, not measured: a structure of composition C33H50Br14I2N2O6 in a non-equilibrium geometry, with ωB97M-V with the def2-TZVPD basis set.

Last column: Löwdin charge in e.
Cartesian coordinates (Å):
C1 4.56724 -0.35798 3.04800  -0.17
C2 3.61291 0.05500 1.74635  -0.63
I1 3.91691 -1.07697 -0.14882  0.88
C3 2.57032 1.14059 1.79691  -0.68
I2 2.21311 2.36851 3.58186  0.78
C4 1.62177 1.47326 0.47541  -0.11
C5 0.25637 0.58699 0.09215  0.00
C6 -0.10704 -0.66995 1.08327  -0.14
O1 0.62275 -1.92416 0.76672  -0.18
C7 0.35541 -2.35767 -0.62249  -0.23
O2 0.89232 -3.73310 -0.79306  -0.18
C8 0.68665 -4.18467 -2.20368  -0.16
C9 2.18309 -4.49978 -2.84422  -0.18
O3 3.08929 -3.32439 -2.80780  -0.20
C10 -0.66610 0.91275 -1.22415  -0.05
C11 -2.00108 0.09480 -1.71166  -0.08
C12 -3.20433 0.00961 -0.59050  -0.24
O4 -3.33725 1.04010 0.29027  -0.05
N1 -4.17884 -1.13564 -0.42000  -0.19
C13 -3.73794 -2.13475 0.62680  -0.15
C14 -4.38463 -1.92807 -1.69292  -0.13
C15 -0.15580 2.18970 -2.17606  0.07
C16 1.17833 3.08273 -1.84282  -0.01
C17 2.04316 2.72417 -0.49697  0.03
C18 3.26117 3.81987 -0.43552  -0.28
O5 4.08650 4.20528 0.54089  -0.22
N2 3.22803 4.41748 -1.85478  -0.15
C19 1.87767 4.35925 -2.59772  -0.21
O6 1.44964 5.19120 -3.55129  0.01
H1 4.03501 -1.19426 3.71113  0.10
H2 5.55635 -0.81837 2.57634  0.07
H3 4.80629 0.54800 3.75320  0.06
H4 -1.25056 -0.91253 1.17509  0.11
H5 0.24690 -0.35952 2.17888  0.13
H6 -0.79113 -2.41425 -0.84973  0.12
H7 0.95895 -1.67722 -1.39250  0.13
H8 0.03982 -5.18500 -2.17552  0.07
H9 0.13439 -3.37722 -2.86610  0.13
H10 2.01914 -4.82830 -3.96024  0.13
H11 2.71951 -5.33786 -2.19806  0.14
H12 3.98746 -3.60796 -2.46365  -0.05
H13 -2.45554 0.71391 -2.62544  0.14
H14 -1.75577 -0.97726 -2.17574  0.11
H15 -2.71364 -2.64940 0.31729  0.09
H16 -3.56953 -1.67432 1.69131  0.11
H17 -4.53751 -3.01832 0.66201  -0.05
H18 -4.93501 -1.25214 -2.47907  0.11
H19 -5.14292 -2.81565 -1.44387  0.08
H20 -3.41517 -2.44817 -2.11105  0.08
H21 -0.75539 2.46028 -3.16558  0.11
H22 3.85637 3.74445 -2.34588  0.13
Br1 -8.27086 -5.17366 1.92328  0.61
C20 -7.73448 -4.56813 0.14874  -0.70
C21 -6.68705 -5.47974 -0.44677  -0.65
Br2 -4.93356 -5.14939 0.34103  0.71
H23 -7.40015 -3.53193 0.25236  0.00
H24 -8.65066 -4.59166 -0.44842  0.06
H25 -6.56142 -5.27777 -1.51427  0.06
H26 -6.90519 -6.54200 -0.30608  0.06
Br3 -2.49094 -5.71817 -3.18297  0.61
C22 -1.43428 -7.26970 -2.65418  -0.70
C23 -2.20015 -8.55347 -2.87355  -0.69
Br4 -3.53815 -8.82397 -1.48032  0.60
H27 -1.13690 -7.11388 -1.61327  0.06
H28 -0.54489 -7.23781 -3.29018  0.06
H29 -1.53410 -9.41776 -2.79931  0.06
H30 -2.72584 -8.58719 -3.83182  0.05
Br5 5.03220 5.71434 -0.90171  0.97
C24 5.81776 6.84971 -2.27910  -0.63
C25 7.18379 7.34550 -1.86567  -0.70
Br6 7.04561 8.79240 -0.56494  0.58
H31 5.10416 7.65524 -2.47432  0.05
H32 5.89077 6.21232 -3.16507  0.06
H33 7.71120 7.78046 -2.71936  0.05
H34 7.80924 6.56989 -1.41511  0.05
Br7 -9.85910 1.09796 2.00474  0.60
C26 -8.24419 0.00777 2.08791  -0.69
C27 -7.39477 0.19344 0.85228  -0.68
Br8 -8.13464 -0.78227 -0.66596  0.62
H35 -8.56459 -1.02636 2.24328  0.05
H36 -7.71180 0.35612 2.97772  0.06
H37 -6.39725 -0.22907 1.00257  0.04
H38 -7.29892 1.23826 0.54418  0.06
Br9 5.57827 -5.13816 2.09770  0.60
C28 7.23057 -4.97259 1.07504  -0.69
C29 7.15496 -3.82446 0.09583  -0.67
Br10 6.08158 -4.29590 -1.46305  0.68
H39 7.40863 -5.94005 0.59700  0.05
H40 8.00969 -4.79219 1.82134  0.06
H41 8.14645 -3.59071 -0.30220  0.06
H42 6.71704 -2.91788 0.52258  0.02
Br11 5.86389 10.87375 2.42334  0.58
C30 4.17438 10.09652 3.01054  -0.69
C31 3.20834 9.95324 1.85771  -0.70
Br12 2.40847 11.66953 1.38967  0.59
H43 3.79559 10.72891 3.81851  0.05
H44 4.43871 9.11568 3.41629  0.06
H45 2.36600 9.31410 2.13716  0.06
H46 3.67182 9.55874 0.94924  0.05
Br13 -2.11058 1.08496 4.29865  0.58
C32 -2.94598 2.74058 3.69499  -0.68
C33 -2.21680 3.94918 4.23382  -0.69
Br14 -2.65241 4.25793 6.10984  0.59
H47 -3.99633 2.69685 3.99677  0.05
H48 -2.88453 2.70818 2.60334  0.05
H49 -2.53766 4.85673 3.71467  0.06
H50 -1.12852 3.86455 4.16858  0.03

Forces on the atoms, in the same order (eV/Å):
-0.2247 -0.5350 -0.8970
-2.6890 3.3471 1.6342
-0.3336 1.0314 1.7974
2.0213 -3.3886 -2.3542
0.2914 -1.0818 -1.4829
-1.1045 1.3270 -2.3275
0.5147 1.7933 -1.7816
0.3479 0.5142 0.8490
-1.3047 0.7950 -2.0797
0.8411 -0.4073 -0.4525
-1.3119 1.5582 -1.3002
1.0491 -0.1593 0.0811
-0.0044 -0.3865 0.5599
-0.2439 -1.4949 0.2847
3.6705 2.6226 0.7078
-0.2992 0.2557 -0.7585
-0.7620 4.3553 4.8760
1.0240 -6.3198 -5.4122
2.3024 0.1384 -1.3199
0.6253 -0.8911 0.9391
-1.1953 -0.6658 -0.5146
1.7677 -0.3543 2.2643
-1.6661 -2.8795 2.4195
-2.6027 -1.3658 -0.7477
0.2504 -0.1426 2.9041
-6.1838 -3.8896 -5.2232
-2.2749 -1.7189 -0.9600
-2.0679 1.1370 -1.7242
3.1248 -5.6749 6.3383
1.0508 1.7989 -1.6622
-2.1137 1.0636 1.2304
-0.5301 -1.6250 -1.6636
2.0600 0.7788 -0.5886
-0.6508 -0.7591 -2.4945
1.8900 0.3789 0.5369
-1.4642 -1.1315 1.6173
1.5629 2.3214 -0.1376
1.0747 -1.5583 1.4041
0.4122 0.4703 2.1125
-1.4584 1.4700 -1.4617
-1.8155 0.3320 -0.5018
0.9706 -1.2600 2.0212
-0.3848 2.3745 1.2902
-1.8922 0.8956 0.5347
-0.5211 -0.5882 -2.1523
1.8768 2.7447 0.0859
1.3549 -1.3086 1.3693
1.6860 2.0334 -0.4856
-1.7024 1.0840 0.6936
1.3678 -0.6722 2.4182
-0.2484 1.1898 -0.0312
0.0795 0.1217 -0.0561
-0.2123 -0.0728 0.0638
0.0768 -0.0115 -0.2007
-0.3256 -1.0930 -0.0951
-0.0462 -0.2910 -0.0857
0.2159 -0.0020 0.0520
-0.0495 -0.0041 0.1717
0.0027 0.3012 0.0165
-0.1291 -0.0461 0.0531
0.1162 0.0691 -0.1845
-0.0183 -0.2427 0.1555
0.0197 0.0513 -0.1427
-0.1603 -0.1301 -0.2151
-0.1640 -0.0765 0.0757
-0.0547 0.2138 -0.0102
0.1733 0.1177 0.2393
4.0128 3.6210 0.0149
-0.1673 -0.2409 0.1666
0.1592 0.2858 -0.3218
-0.0033 -0.1333 0.0222
0.3207 -0.0759 -0.0161
0.0934 0.1850 0.0400
-0.0657 -0.0586 0.1349
-0.2684 0.1384 -0.0833
0.0185 -0.1278 0.0040
-0.0496 0.1758 0.1562
0.2651 -0.1617 0.0831
0.0282 0.0950 -0.0257
0.1177 0.2403 -0.1219
-0.0218 -0.0629 -0.2205
-0.1245 0.0833 -0.0495
-0.0953 -0.2733 0.1231
0.0773 -0.0352 -0.1284
-0.0520 -0.0246 0.2711
0.1973 0.0907 -0.0510
0.1706 -0.0601 0.0447
-0.0517 0.3083 0.0392
-0.1073 0.0431 -0.2064
-0.1760 -0.0934 0.0555
0.0174 -0.2663 -0.0563
-0.1089 0.0632 0.1079
0.2221 -0.1770 0.0401
-0.2521 -0.0285 0.0077
0.0736 -0.0803 -0.0476
0.0240 -0.1331 -0.2900
-0.0952 0.1434 -0.1371
0.1889 0.0975 0.0100
-0.0017 0.1052 0.2831
-0.0909 0.0169 -0.0040
0.0883 -0.0930 -0.3152
-0.1223 0.2159 0.0525
0.1117 -0.0269 -0.0535
0.3136 0.0840 0.0019
0.0134 0.0131 0.1628
0.0193 -0.2152 0.0398
-0.2905 -0.0954 -0.0255

Computed properties:
LUMO level (eV): -1.84
E (eV): -1047074.0834
Maximum force (eV/A): 9.1